Formula: CH2NO2
Source: the OMol25 dataset
Level of theory: ωB97M-V/def2-TZVPD

The geometry in ORCA input format:
```
! RIJCOSX wB97M-V def2-TZVPD def2/J DEFGRID3
* xyz -1 1
C -1.32882 -0.30843 -0.07149
N 1.70391 0.54385 -0.21423
O -1.16632 -1.44836 -0.24053
O -1.60273 0.72507 0.39212
H 1.50105 -0.45324 -0.02847
H 0.89291 0.94111 0.16260
*
```

Results
molar mass: 60.03 g/mol
E_HOMO: -1.10 eV
relative energy (zero: lowest compared OMol25 entry of this formula, charge and spin): 250.4 kJ/mol
energy: -6653.782 eV
orbital gap: 4.717 eV

natural (NBO) population analysis, charges in e, atoms 1 to 5:
1 C 1.025
2 N -1.455
3 O -0.546
4 O -0.544
5 H 0.261